Record 1
Entry from OMol25: a cluster of 8 separate species, C44H112N8O14 in total in a non-equilibrium geometry (the ωB97M-V functional and the def2-TZVPD basis).

The lowest unoccupied orbital energy (alpha / beta) is 2.0 / 2.0 eV. For the energy relative to the best compared isomer or geometry (same formula, charge and spin), the calculation gives 60.96 kJ/mol. The HOMO-LUMO gap (alpha / beta) comes out at 1.3 / 8.5 eV. The calculation puts the HOMO energy (alpha / beta) at 0.7 / -6.6 eV.

Structure (ORCA input):
```
! RIJCOSX wB97M-V def2-TZVPD def2/J DEFGRID3
* xyz -1 2
C -1.1453 -2.4577 4.3093
O -2.3699 -2.4799 3.4827
C -3.3540 -1.4387 3.8221
C -4.4927 -1.3808 2.8292
N -5.7753 -1.9046 3.3174
C -5.7584 -3.3407 3.5073
C -5.4927 -3.9112 4.9858
O -6.3809 -3.0541 5.8902
C -7.7613 -3.4486 5.8955
H -1.3131 -2.0992 5.3249
H -0.5212 -1.7273 3.7944
H -0.6631 -3.4337 4.3651
H -2.8742 -0.4601 3.8056
H -3.8374 -1.5165 4.7960
H -4.2426 -1.8058 1.8571
H -4.7519 -0.3273 2.7242
H -6.1020 -1.3519 4.0970
H -4.9558 -3.7547 2.8970
H -6.7214 -3.7147 3.1596
H -4.4304 -3.7722 5.1866
H -5.7577 -4.9621 5.1020
H -8.2912 -3.3963 4.9444
H -8.2722 -2.7241 6.5297
H -8.0160 -4.4391 6.2725
C -2.7298 -2.1260 -0.6613
O -1.9922 -3.0829 -1.4054
C -2.1343 -2.7562 -2.8418
C -1.0044 -3.5151 -3.5414
N 0.3140 -3.3421 -2.8932
C 1.0140 -2.1363 -3.1733
C 0.7306 -0.8992 -2.4370
O 1.9589 -0.1428 -2.1378
C 1.7814 1.0699 -1.5208
H -3.7983 -2.1857 -0.8681
H -2.4494 -1.1086 -0.9340
H -2.4994 -2.3804 0.3733
H -1.9316 -1.6857 -2.8742
H -3.1728 -2.9914 -3.0748
H -1.0695 -3.3751 -4.6204
H -1.3357 -4.5475 -3.4305
H 0.0256 -3.3400 -1.9252
H 1.0622 -1.9087 -4.2382
H 2.0582 -2.4054 -3.0144
H 0.2048 -1.2139 -1.5355
H 0.1603 -0.2387 -3.0902
H 2.7360 1.4752 -1.1853
H 1.1852 0.9079 -0.6228
H 1.4058 1.7394 -2.2946
C 4.3236 -5.6368 3.9335
O 2.9440 -5.6304 4.3890
C 2.6506 -4.3639 5.0842
C 2.8818 -3.0412 4.3121
N 1.8901 -2.9913 3.2653
C 2.3306 -2.0213 2.2570
C 2.0672 -2.5453 0.8040
O 2.6165 -3.8259 0.6167
C 3.9667 -3.8461 0.2087
H 4.5812 -5.2696 2.9400
H 4.5632 -6.6790 3.7226
H 5.0153 -5.2360 4.6745
H 3.2696 -4.4450 5.9777
H 1.5901 -4.4168 5.3304
H 3.9009 -2.9500 3.9362
H 2.7647 -2.1073 4.8618
H 1.9415 -3.9437 2.9330
H 3.3518 -1.6526 2.3531
H 1.7093 -1.1258 2.2612
H 2.6919 -1.9015 0.1848
H 0.9936 -2.4772 0.6284
H 4.1057 -4.9216 0.3180
H 4.6963 -3.2461 0.7527
H 3.9595 -3.3985 -0.7852
C -2.0679 3.5103 11.0670
O -1.5632 3.8240 9.7856
C -1.1838 2.7650 9.0246
C -0.8291 3.0782 7.5545
N -1.9741 3.5329 6.7893
C -1.6163 3.8029 5.4394
C -1.1984 2.5390 4.6068
O -1.1406 2.9328 3.1674
C -1.1745 1.7306 2.3393
H -2.4494 4.4230 11.5249
H -1.2509 3.3334 11.7665
H -2.7843 2.6975 11.1855
H -2.0229 2.0710 9.0734
H -0.3529 2.2967 9.5522
H -0.3626 2.2080 7.0927
H 0.0542 3.7165 7.5351
H -2.1248 4.3967 7.2906
H -0.8064 4.5320 5.4657
H -2.3720 4.3877 4.9149
H -1.9241 1.7756 4.8873
H -0.2743 2.0937 4.9754
H -0.6893 1.8834 1.3753
H -2.1213 1.2079 2.2037
H -0.4885 0.9749 2.7219
C -2.1143 6.9115 -0.2527
O -1.7805 5.9683 -1.2582
C -1.2801 4.7252 -0.8147
C -1.3875 3.7428 -2.0442
N -1.2863 2.3521 -1.5143
C -2.1162 1.3824 -2.2763
C -3.6121 1.5529 -1.9883
O -4.0280 0.6575 -0.9540
C -5.3785 0.6265 -0.4789
H -2.9090 6.3975 0.2880
H -2.5528 7.8335 -0.6343
H -1.2498 7.0780 0.3899
H -1.8194 4.4279 0.0847
H -0.2588 4.8384 -0.4512
H -0.6181 3.9748 -2.7806
H -2.3440 4.0471 -2.4692
H -1.5417 2.4322 -0.5404
H -1.7240 0.4032 -2.0016
H -2.0005 1.3330 -3.3590
H -4.0786 1.2978 -2.9398
H -3.8488 2.5307 -1.5689
H -6.0077 1.1860 -1.1710
H -5.3747 1.3406 0.3447
H -5.8576 -0.3422 -0.3372
C 3.0361 8.4573 -1.4754
O 2.9650 7.6276 -0.3924
C 3.9985 7.5086 0.4969
C 4.3032 6.0768 1.1531
N 5.0288 5.2297 0.2023
C 4.4205 4.6042 -0.9221
C 5.4198 4.0596 -1.9889
O 6.1922 2.9068 -1.6746
C 7.3615 3.0861 -0.9815
H 3.2733 9.4527 -1.0999
H 2.0177 8.4544 -1.8641
H 3.7767 8.1852 -2.2274
H 3.9022 8.2695 1.2713
H 4.9165 7.8953 0.0542
H 3.3717 5.5982 1.4555
H 4.9499 6.3036 2.0006
H 5.4516 4.4680 0.7133
H 3.7464 5.3210 -1.3911
H 3.6758 3.8990 -0.5530
H 6.0827 4.8599 -2.3177
H 4.8597 3.7928 -2.8852
H 8.1393 3.5805 -1.5635
H 7.7533 2.1188 -0.6670
H 7.2329 3.6914 -0.0842
C 5.1291 2.7282 -5.5989
C 3.7950 2.3016 -6.2582
C 3.6151 0.7733 -6.4329
O 4.7599 0.2307 -7.0487
C 4.5728 -1.1246 -7.2760
N 2.6695 2.8712 -5.5021
H 5.2139 3.7970 -5.4023
H 6.0874 2.4495 -6.0371
H 5.1567 2.2078 -4.6415
H 3.9078 2.5982 -7.3010
H 2.6744 0.4183 -6.8537
H 3.5521 0.2768 -5.4646
H 4.0468 -1.6525 -6.4806
H 5.5577 -1.5912 -7.2927
H 4.0389 -1.4994 -8.1492
H 2.8213 3.8689 -5.4632
H 2.6868 2.4435 -4.5872
C -3.2984 -5.2993 -7.9226
C -2.3401 -6.4815 -8.2205
C -2.5135 -7.6715 -7.1940
O -2.5689 -7.1623 -5.8752
C -1.3271 -6.8105 -5.3495
N -2.3149 -7.0858 -9.5355
H -3.0481 -4.4742 -8.5895
H -3.3306 -4.9622 -6.8865
H -4.3675 -5.4909 -8.0148
H -1.2947 -6.1861 -8.1311
H -1.8836 -8.5331 -7.4155
H -3.5489 -8.0081 -7.2470
H -1.4666 -6.6315 -4.2834
H -0.9324 -5.8777 -5.7521
H -0.5313 -7.5479 -5.4552
H -2.3060 -6.5456 -10.3888
H -3.2472 -7.4238 -9.7269
*
```


Record 2
Entry from OMol25: a structure of composition C3H3O3Sc in a non-equilibrium geometry (the ωB97M-V functional and the def2-TZVPD basis).

The lowest unoccupied orbital energy (alpha / beta) is -11.9 / -11.9 eV. For the energy relative to the best compared isomer or geometry (same formula, charge and spin), the calculation gives 0.00 kJ/mol. The HOMO-LUMO gap (alpha / beta) comes out at 7.1 / 7.1 eV. The calculation puts the HOMO energy (alpha / beta) at -18.9 / -18.9 eV.

Structure (ORCA input):
```
! RIJCOSX wB97M-V def2-TZVPD def2/J DEFGRID3
* xyz 2 1
O -0.1257 1.7664 0.5892
O 1.6474 0.0642 -1.5417
C 0.9499 -0.6231 -0.7315
O 0.0171 -1.3342 -1.2293
C -0.8052 -0.5082 0.0099
H -1.0203 -1.3312 0.7149
C -0.6409 0.7033 0.8736
H -0.8279 0.4909 1.9463
H -1.7478 -0.3621 -0.5396
Sc 2.5534 1.1338 -0.0916
*
```


Record 3
Entry from OMol25: an isolated molecule of C28H34N4O5 (the ωB97M-V functional and the def2-TZVPD basis).

The lowest unoccupied orbital energy is 0.6 eV. For the energy relative to the best compared isomer or geometry (same formula, charge and spin), the calculation gives 259.04 kJ/mol. The HOMO-LUMO gap comes out at 8.2 eV. The SMILES is CCn1cc(/C=C(\NC(=O)c2cc(OC)c(OC)c(OC)c2)C(=O)N2CCN(C)CC2)c2ccccc21. The calculation puts the HOMO energy at -7.6 eV.

Structure (ORCA input):
```
! RIJCOSX wB97M-V def2-TZVPD def2/J DEFGRID3
* xyz 0 1
C -3.4313 -5.6981 0.8024
C -3.7577 -4.7477 -0.3490
N -2.5632 -4.2181 -0.9505
C -1.9759 -3.0357 -0.6189
C -0.7947 -2.8647 -1.3092
C 0.1464 -1.7807 -1.2563
C -0.0910 -0.5221 -0.8382
N -1.3702 -0.1019 -0.4577
C -1.7631 0.7863 0.5044
O -2.9309 1.1249 0.5644
C -0.7196 1.2672 1.4411
C -0.7747 2.5730 1.8944
C 0.1969 3.0797 2.7555
O 0.0099 4.3902 3.0689
C 0.8273 5.0636 4.0003
C 1.2450 2.2480 3.1799
O 2.2187 2.7754 3.9947
C 3.5619 2.3893 3.7783
C 1.2386 0.8923 2.7888
O 2.2181 0.0993 3.3053
C 2.4557 -1.1502 2.6898
C 0.2648 0.4147 1.9260
C 1.0460 0.4490 -0.8117
O 2.1253 0.1266 -0.3311
N 0.8446 1.6711 -1.3491
C -0.2205 2.0638 -2.2442
C -0.8060 3.4139 -1.7951
N 0.1941 4.4529 -1.6672
C 0.6392 5.0125 -2.9248
C 1.2643 4.0053 -0.7985
C 1.8867 2.6731 -1.2416
C -0.6432 -4.0434 -2.1166
C 0.3225 -4.4655 -3.0269
C 0.1530 -5.6813 -3.6511
C -0.9626 -6.4807 -3.3913
C -1.9359 -6.0858 -2.4990
C -1.7689 -4.8614 -1.8627
H -2.8253 -6.5279 0.4468
H -4.3478 -6.0915 1.2333
H -2.8770 -5.1742 1.5776
H -4.3325 -5.2741 -1.1167
H -4.3585 -3.9109 0.0175
H -2.4260 -2.4151 0.1331
H 1.1416 -1.9993 -1.6148
H -2.1375 -0.5364 -0.9618
H -1.5661 3.2317 1.5745
H 0.3409 6.0274 4.1533
H 1.8352 5.2260 3.6113
H 0.8880 4.5274 4.9483
H 3.7717 2.2450 2.7160
H 3.8070 1.4743 4.3205
H 4.1668 3.2131 4.1609
H 2.5419 -1.0419 1.6055
H 3.4001 -1.5024 3.1025
H 1.6687 -1.8713 2.9327
H 0.2598 -0.6251 1.6470
H -1.0015 1.3079 -2.2746
H 0.1967 2.1639 -3.2566
H -1.5675 3.7369 -2.5071
H -1.2779 3.2848 -0.8179
H -0.2282 5.3991 -3.4585
H 1.3105 5.8442 -2.7149
H 1.1627 4.3053 -3.5837
H 0.8420 3.8814 0.2027
H 2.0358 4.7765 -0.7604
H 2.3895 2.7887 -2.2102
H 2.6156 2.3207 -0.5113
H 1.1859 -3.8522 -3.2361
H 0.8927 -6.0290 -4.3570
H -1.0617 -7.4278 -3.9007
H -2.7953 -6.7101 -2.3050
*
```